Record 1
DFT (ωB97M-V with the def2-TZVPD basis set) results for a cluster of 2 separate species, C14H32N3PSSi2 in total.

Summary:
Multiplicity = 1

Positions of all 53 atoms, in Å:
C  2.11  -3.15  -1.95
C  2.56  -2.27  -0.63
C  4.14  -1.86  -0.85
C  4.73  -0.83  0.30
C  4.40  0.77  -0.06
C  5.37  1.82  0.72
C  4.98  3.39  0.26
C  3.75  3.36  -0.83
N  2.98  2.22  -1.38
P  1.63  2.52  -2.54
S  1.69  1.41  -4.13
N  3.29  0.95  -1.01
H  1.44  -4.05  -1.60
H  1.52  -2.48  -2.71
H  3.05  -3.60  -2.51
H  1.86  -1.33  -0.53
H  2.51  -2.91  0.36
H  4.81  -2.83  -0.84
H  4.34  -1.33  -1.90
H  5.91  -0.95  0.33
H  4.28  -1.09  1.37
H  6.23  1.58  1.48
H  5.53  4.34  0.67
H  3.43  4.44  -1.24
H  0.40  2.15  -1.82
H  1.66  3.94  -2.84
C  -6.15  0.79  -0.44
Si  -4.61  0.58  0.65
C  -5.21  0.14  2.37
C  -3.76  2.24  0.71
N  -3.62  -0.67  -0.06
Si  -2.11  -1.13  0.68
C  -2.32  -1.82  2.41
C  -0.87  0.27  0.74
C  -1.34  -2.50  -0.38
H  -6.80  1.57  -0.03
H  -5.87  1.08  -1.46
H  -6.72  -0.14  -0.48
H  -6.01  0.83  2.67
H  -4.41  0.22  3.11
H  -5.62  -0.87  2.40
H  -3.29  2.48  -0.25
H  -2.99  2.27  1.49
H  -4.48  3.03  0.95
H  -2.56  -1.04  3.13
H  -1.40  -2.30  2.74
H  -3.12  -2.58  2.43
H  -0.80  0.78  -0.23
H  0.12  -0.11  0.99
H  -1.13  1.01  1.50
H  -1.15  -2.15  -1.39
H  -2.00  -3.37  -0.42
H  -0.38  -2.81  0.06



Record 2
DFT (ωB97M-V with the def2-TZVPD basis set) results for a structure of composition C28H47CrN2O4S2SbSi3.

Summary:
Multiplicity = 2
Charge = -1

Positions of all 88 atoms, in Å:
Cr  -0.36  -0.36  0.69
C  -4.13  -2.64  0.86
C  -2.70  -2.27  0.55
N  -2.31  -1.03  0.63
N  -3.34  -0.11  0.88
C  -2.95  1.11  0.99
S  -1.37  1.77  0.92
S  -4.31  2.26  1.23
C  -4.33  2.95  -0.47
C  -5.15  2.15  -1.44
C  -4.65  0.96  -1.97
C  -5.42  0.22  -2.85
C  -6.69  0.64  -3.21
C  -7.19  1.82  -2.69
C  -6.42  2.57  -1.81
C  -1.78  -3.35  0.13
C  -2.36  -4.57  -0.26
C  -1.63  -5.66  -0.68
C  -0.24  -5.56  -0.72
C  0.37  -4.38  -0.36
C  -0.36  -3.23  0.05
O  0.35  -2.17  0.31
H  -4.59  -1.87  1.47
H  -4.17  -3.59  1.38
H  -4.72  -2.72  -0.06
H  -3.29  3.00  -0.79
H  -4.71  3.97  -0.39
H  -3.66  0.63  -1.68
H  -5.02  -0.71  -3.25
H  -7.29  0.05  -3.90
H  -8.18  2.16  -2.96
H  -6.82  3.49  -1.39
H  -3.43  -4.67  -0.24
H  -2.13  -6.58  -0.98
H  0.36  -6.40  -1.04
H  1.45  -4.27  -0.40
O  -0.49  -0.56  2.44
O  -0.99  -0.56  3.62
C  3.61  -2.60  1.64
Si  3.91  -1.19  0.43
C  3.81  -1.85  -1.32
C  5.65  -0.52  0.66
Sb  2.08  0.53  0.90
Si  2.69  2.57  -0.49
C  1.75  4.05  0.16
C  2.08  2.19  -2.23
C  4.53  2.96  -0.56
Si  2.64  1.24  3.28
C  4.40  1.89  3.52
C  2.39  -0.21  4.44
C  1.43  2.62  3.69
H  4.17  -3.49  1.33
H  2.55  -2.85  1.67
H  3.94  -2.33  2.64
H  4.68  -2.49  -1.51
H  3.82  -1.05  -2.06
H  2.91  -2.45  -1.48
H  6.38  -1.32  0.46
H  5.83  -0.16  1.67
H  5.86  0.30  -0.02
H  0.73  3.77  0.43
H  1.69  4.82  -0.61
H  2.22  4.48  1.04
H  1.01  2.00  -2.20
H  2.56  1.30  -2.65
H  2.27  3.03  -2.90
H  4.98  3.02  0.43
H  4.68  3.92  -1.06
H  5.07  2.20  -1.12
H  5.13  1.09  3.47
H  4.48  2.35  4.50
H  4.67  2.64  2.77
H  3.09  -1.02  4.22
H  1.38  -0.61  4.38
H  2.57  0.13  5.47
H  1.73  3.55  3.21
H  1.38  2.79  4.77
H  0.42  2.37  3.34
C  -1.53  0.91  -3.23
O  -1.35  0.80  -1.84
C  -0.45  -0.08  -1.28
C  0.25  -0.98  -2.26
H  -1.85  -0.03  -3.68
H  -0.62  1.26  -3.74
H  -2.31  1.66  -3.37
H  0.44  -0.52  -3.23
H  -0.33  -1.90  -2.44
H  1.20  -1.31  -1.84



Record 3
DFT (ωB97M-V with the def2-TZVPD basis set) results for a cluster of 8 separate species, C14H18Cl21F2NO4 in total.

Summary:
Multiplicity = 1
SMILES = O=COCCOC(=O)N(F)CCCF.ClC(Cl)Cl.ClC(Cl)Cl.ClC(Cl)Cl.ClC(Cl)Cl.ClC(Cl)Cl.ClC(Cl)Cl.ClC(Cl)Cl

Positions of all 60 atoms, in Å:
O  -6.18  -1.20  0.74
C  -5.62  -0.40  0.13
O  -4.30  -0.10  0.25
C  -3.57  -0.85  -0.72
C  -2.15  -0.24  -0.91
O  -2.15  1.13  -0.49
C  -1.63  1.98  -1.40
O  -0.56  1.86  -1.81
N  -2.37  3.09  -1.82
F  -3.44  3.36  -0.96
C  -2.80  3.08  -3.22
C  -3.68  1.92  -3.65
C  -5.02  1.88  -2.97
F  -5.75  2.97  -3.35
H  -6.16  0.19  -0.61
H  -3.43  -1.86  -0.35
H  -4.08  -0.81  -1.68
H  -1.41  -0.81  -0.38
H  -1.88  -0.30  -1.95
H  -1.90  3.06  -3.80
H  -3.26  4.04  -3.40
H  -3.19  0.96  -3.56
H  -3.88  2.06  -4.70
H  -4.96  1.80  -1.89
H  -5.56  1.01  -3.34
Cl  -1.28  -3.15  2.23
C  -2.47  -2.43  3.33
Cl  -4.04  -2.30  2.55
Cl  -2.59  -3.37  4.83
H  -2.13  -1.43  3.59
Cl  0.61  -6.71  1.34
C  0.88  -6.70  3.08
Cl  2.50  -6.11  3.46
Cl  -0.35  -5.73  3.89
H  0.80  -7.72  3.44
Cl  0.17  -3.43  7.61
C  0.88  -5.01  7.94
Cl  1.67  -5.65  6.51
Cl  2.02  -4.90  9.29
H  0.09  -5.68  8.23
Cl  4.18  1.94  -2.42
C  2.81  1.58  -3.48
Cl  2.61  2.86  -4.68
Cl  3.02  0.02  -4.26
H  1.91  1.54  -2.87
Cl  5.83  6.55  -3.87
C  6.61  4.98  -3.68
Cl  7.41  4.49  -5.18
Cl  7.77  5.03  -2.35
H  5.85  4.25  -3.44
Cl  4.16  9.06  -4.00
C  3.00  9.58  -2.77
Cl  1.38  9.72  -3.46
Cl  3.01  8.48  -1.40
H  3.30  10.56  -2.42
Cl  5.85  -8.88  3.76
C  5.92  -7.67  5.05
Cl  6.68  -6.19  4.46
Cl  4.32  -7.34  5.69
H  6.54  -8.07  5.85



Record 4
DFT (ωB97M-V with the def2-TZVPD basis set) results for the molecule C2H6N2OS.

Summary:
Multiplicity = 1
SMILES = [H]/N=C(/NO)SC

Positions of all 12 atoms, in Å:
H  -0.87  -2.31  -0.08
N  -1.58  -1.57  -0.04
C  -0.76  -0.54  0.16
N  -1.21  0.77  0.62
O  -1.10  1.49  -0.60
S  1.20  -0.73  -0.20
C  1.95  0.81  0.30
H  -2.16  0.36  0.67
H  -1.16  2.47  -0.32
H  2.97  0.32  0.42
H  2.06  1.73  -0.53
H  1.29  1.21  1.11



| no. | E (eV) |
| --- | --- |
| 1 | -55377.36515 |
| 2 | -121230.89552 |
| 3 | -292891.72838 |
| 4 | -18030.28246 |